Density functional theory data (the ωB97M-V functional and the def2-TZVPD basis) for a 13-piece molecular cluster, C25H76N10O13 overall in a non-equilibrium geometry.

```
124
Properties=species:S:1:pos:R:3:forces:R:3
C -0.206 0.449 0.770 0.7796 0.5065 0.9477
O -0.599 -0.557 -0.094 -0.8576 -0.6574 -0.9792
H -0.652 1.370 0.522 -0.9234 1.2748 -0.2366
H 0.853 0.664 0.703 0.2953 -0.5319 0.0148
H -0.478 0.168 1.769 0.1638 0.0051 0.7180
H -1.570 -0.520 -0.171 0.2912 -0.2362 0.2283
C 2.683 3.332 0.675 1.7255 -0.2965 -1.6909
O 2.425 4.710 0.718 -0.0252 0.5228 0.1482
H 2.376 2.823 1.529 -0.5401 -0.3400 1.6617
H 3.781 3.181 0.568 -0.6267 -0.2109 0.0582
H 2.170 2.883 -0.168 0.0154 -0.2588 -0.2997
H 2.875 5.051 -0.052 -0.0182 0.5514 -0.1631
C 0.287 3.598 3.037 4.5511 -1.2201 4.8944
O 1.460 3.637 3.758 -4.8593 -0.4627 -3.2025
N 0.047 4.279 1.987 -1.1857 2.4731 -3.3215
N -0.718 2.816 3.347 -1.6185 -2.0948 2.0033
H 0.883 4.561 1.547 0.6455 1.3305 -1.0026
H -0.858 4.225 1.465 1.5282 -0.2048 0.9003
H -0.618 2.059 4.013 0.1647 0.5227 0.0262
H -1.501 2.714 2.736 0.0979 0.3395 -0.3538
C 0.938 0.148 3.984 0.0003 -7.6546 -1.1677
O 0.660 -1.152 3.744 0.6726 5.2761 0.6584
N 1.924 0.793 3.421 1.5037 -0.0273 -2.9842
N 0.374 0.810 4.949 -1.7595 1.5615 2.5244
H 2.309 0.355 2.565 -0.3156 0.1855 0.8038
H 1.826 1.796 3.301 0.2422 0.4760 0.7280
H -0.299 0.439 5.570 -0.4438 -0.9449 0.2640
H 0.849 1.611 5.305 0.3968 0.6189 0.0358
C 0.894 -1.381 -3.464 1.2341 4.9273 -7.1755
O 1.306 -1.019 -4.719 -1.9989 -1.3663 5.1761
N 1.269 -2.504 -3.002 2.2905 -4.9100 1.9084
N 0.217 -0.547 -2.695 -1.2563 1.9326 -0.3686
H 2.014 -2.914 -3.573 -0.3866 0.0066 0.4546
H 1.262 -2.729 -1.972 0.1732 0.8603 -1.6711
H -0.034 0.343 -3.166 0.2516 -0.8553 0.2368
H -0.328 -0.705 -1.852 0.4649 -0.8365 0.0522
C -1.724 -3.831 -2.388 1.1994 4.2282 3.1476
O -1.520 -2.892 -1.356 -0.6657 -4.3461 -4.4482
N -2.784 -4.550 -2.516 -6.1727 -1.7743 1.8497
N -0.876 -4.076 -3.347 4.4371 2.3238 -0.5096
H -3.605 -4.434 -1.865 1.5964 0.0594 -0.8855
H -3.013 -5.205 -3.276 0.9039 0.7266 0.5868
H 0.011 -3.424 -3.303 -1.6778 -1.5476 -0.2808
H -1.118 -4.355 -4.276 -0.5160 -0.3983 -0.0125
C 1.963 -3.550 -0.256 8.4049 -1.1266 3.2190
O 3.260 -4.042 -0.009 -6.0208 2.7922 -1.6018
N 1.639 -2.259 -0.231 0.9708 1.9732 0.2001
N 1.026 -4.380 -0.437 -5.2000 -4.8941 -1.5008
H 2.393 -1.632 0.037 -0.2332 -0.3070 -0.0119
H 0.710 -1.838 -0.171 -0.0638 -0.7151 0.1998
H 1.270 -5.399 -0.416 -0.1909 1.7340 0.0227
H -0.016 -4.148 -0.599 2.3627 -0.0040 0.5437
C -3.230 0.985 2.122 -0.2797 -0.3625 -2.3727
C -3.602 2.389 1.626 -4.0525 -4.0927 0.8744
C -4.267 3.107 2.673 -3.2297 -0.9898 3.1325
O -2.678 3.163 1.190 6.6299 4.2268 -3.5422
H -2.695 0.453 1.298 -0.3995 0.2993 0.8885
H -4.202 0.465 2.224 0.6617 0.0963 0.3693
H -2.652 0.959 3.027 0.1254 -0.0267 0.4662
H -4.247 2.313 0.746 -1.0065 -1.0937 0.3692
H -4.525 4.081 2.405 -0.7353 1.6467 -0.7315
H -3.763 3.229 3.621 0.8517 -0.2973 0.1366
H -5.178 2.533 2.946 0.0806 0.6172 -0.0330
H -3.101 3.770 0.562 0.7421 -0.0520 0.3193
C 4.928 0.391 2.373 0.9950 3.0696 1.4759
C 4.399 0.178 0.985 6.2614 -1.7306 -0.6323
C 4.652 -1.237 0.572 2.3313 -0.3339 -1.0450
O 3.140 0.325 0.901 -7.4508 1.7559 2.3745
H 4.473 -0.211 3.151 -0.1895 -0.3810 -0.1566
H 4.685 1.469 2.643 -0.0539 -1.0684 -0.0666
H 6.039 0.413 2.566 -1.0017 -0.6031 -0.8666
H 4.843 0.901 0.260 0.7763 -0.3257 0.4547
H 4.184 -1.964 1.187 -0.7225 -0.4388 0.8087
H 5.711 -1.363 0.741 0.6356 -0.6828 -0.4300
H 4.408 -1.506 -0.470 0.1554 0.3554 0.3938
H 2.910 0.435 0.000 -0.9895 0.2716 -1.8787
C -0.418 4.169 -3.862 -0.5189 0.1322 -1.7876
C 0.219 2.910 -3.286 3.7094 8.8520 5.4126
C -0.139 2.708 -1.861 0.1388 -0.3286 2.3736
O -0.002 1.838 -3.815 -4.0348 -9.6760 -6.1692
H -1.460 4.314 -3.547 -0.0165 -0.4691 -0.2890
H -0.364 4.094 -5.007 -0.2505 0.2554 1.4587
H 0.043 5.116 -3.588 0.5429 -0.2328 0.1213
H 1.320 2.983 -3.360 0.3057 1.4304 0.5464
H -1.222 2.578 -1.733 0.0301 0.0658 -0.2016
H 0.153 3.597 -1.311 0.0347 0.0554 0.4981
H 0.345 1.790 -1.380 -0.4543 1.5071 -0.9115
H 0.130 1.889 -4.745 0.1987 -0.6326 -1.4761
C -4.736 -2.579 -0.176 -0.6786 -0.7760 -0.9016
C -4.498 -1.336 -0.958 -5.6152 -1.2710 -0.4258
C -5.520 -0.313 -0.552 -0.9426 1.0293 -1.7850
O -3.317 -0.868 -0.847 5.6115 3.8181 1.0399
H -5.006 -2.235 0.791 -0.6569 -0.3143 1.1252
H -3.858 -3.192 -0.048 0.2559 -0.3686 -0.2868
H -5.551 -3.064 -0.752 0.2301 -0.3412 1.0495
H -4.743 -1.477 -1.995 -0.1219 -0.7007 -1.0781
H -5.346 0.202 0.366 0.4941 0.4537 0.5316
H -6.524 -0.679 -0.504 -0.5798 -0.9667 0.3365
H -5.658 0.350 -1.427 0.5276 0.5624 0.7173
H -2.719 -1.519 -1.174 1.3758 -1.3753 -0.5624
C 3.877 2.189 -2.494 -0.7249 0.8429 3.2146
C 3.095 0.888 -2.474 4.6071 2.1440 -8.5921
C 4.035 -0.239 -2.835 1.2962 -0.8151 -1.7761
O 2.343 0.624 -1.515 -4.6079 -1.5110 7.3125
H 4.574 2.266 -1.617 -0.4087 -0.0396 -0.7456
H 3.273 3.110 -2.520 -0.2594 -0.3883 0.4928
H 4.403 2.279 -3.371 1.5936 -0.2905 -2.0470
H 2.418 0.995 -3.330 0.2950 0.0529 -0.8605
H 4.944 -0.265 -2.234 -0.0072 0.0643 0.1812
H 4.364 -0.246 -3.917 -0.3033 0.5761 1.0536
H 3.571 -1.216 -2.784 -0.3369 -0.2013 0.4935
H 1.687 0.011 -1.905 -0.5914 0.0245 0.8973
C -1.800 -4.731 1.400 -0.9091 -0.1502 1.2760
C -1.093 -3.486 1.895 -2.7355 2.2822 -3.1019
C -2.164 -2.471 2.285 0.8082 1.4693 0.4025
O -0.363 -3.620 2.963 3.2917 -2.0479 3.6298
H -1.243 -5.640 1.406 0.8168 -0.5726 0.0182
H -2.205 -4.583 0.430 -0.1053 0.2998 -1.0903
H -2.704 -4.923 2.020 0.6055 0.0372 -0.0369
H -0.517 -2.982 1.076 -0.3940 -0.6186 0.2020
H -2.582 -1.972 1.473 -0.8382 0.7397 -1.8570
H -1.695 -1.633 2.864 -0.2832 -0.8694 -0.1434
H -2.992 -2.876 2.816 -0.4794 -0.5873 0.8499
H 0.030 -2.764 3.195 0.1426 0.0034 0.2379
```
Positions in Å, forces in eV/Å.

As for the relative energy (zero: lowest compared OMol25 entry of this formula, charge and spin): 77.9 kcal/mol.

Atomic partial charges in e from the Löwdin method, atoms 1 to 2: -0.13, -0.15

Density functional theory data (the ωB97M-V functional and the def2-TZVPD basis) for a 2-piece molecular cluster, C5H10O overall in a non-equilibrium geometry.

```
16
Properties=species:S:1:pos:R:3:forces:R:3
C -0.661 2.180 -0.242 0.1416 0.7314 -0.6820
C 0.044 1.382 0.539 0.0739 -0.4521 -0.4133
C 0.702 0.150 0.060 0.9216 -0.7250 -0.0827
C 1.126 -0.027 -1.198 -1.5963 0.5972 0.0618
C 1.079 -0.861 1.133 -1.3635 0.3136 0.0719
H -0.730 1.999 -1.310 -0.1013 -0.2090 0.0521
H -1.080 3.133 0.054 -0.1189 -0.1902 0.4071
H 0.099 1.547 1.594 0.0729 0.2852 0.5446
H 1.331 -1.000 -1.611 0.6912 -0.1073 0.1155
H 0.929 0.787 -1.889 0.2532 -0.1560 -0.2502
H 0.896 -1.904 0.875 0.5087 0.0100 -0.4423
H 2.109 -0.660 1.405 0.1142 -0.3196 0.3119
H 0.401 -0.722 1.977 0.3626 0.1596 0.3081
O -2.262 -2.232 -0.176 0.2399 0.3348 -0.4767
H -1.324 -2.026 -0.298 -0.0816 -0.0912 0.2022
H -2.658 -1.746 -0.914 -0.1181 -0.1812 0.2719
```
Positions in Å, forces in eV/Å.

As for the SMILES: C=CC(=C)C.O. As for the relative energy (zero: lowest compared OMol25 entry of this formula, charge and spin): 38.8 kcal/mol.

Atomic partial charges in e from the natural (NBO) method, atoms 1 to 2: -0.35, -0.23

Density functional theory data (the ωB97M-V functional and the def2-TZVPD basis) for a 3-piece molecular cluster, C5H15N2 overall in a non-equilibrium geometry.

```
22
Properties=species:S:1:pos:R:3:forces:R:3
N -2.450 -0.522 -1.674 0.6747 -1.4490 -1.7367
C -2.317 0.553 -0.738 -0.3025 -1.1244 -0.2207
C -2.326 -0.052 0.659 0.9347 2.1909 0.4822
N -1.343 -1.099 0.713 1.0586 -0.0719 -0.4077
C 1.241 1.674 1.422 -1.5200 -3.0007 -4.0857
C 1.135 0.802 0.376 0.4553 3.3755 3.2621
C 3.545 -1.053 -0.454 -0.4462 -0.9590 2.2175
H -0.350 -0.840 0.749 -0.8366 0.2765 -0.1971
H -2.389 -0.251 -2.656 -0.4977 0.3281 0.3446
H -1.723 -1.291 -1.625 -1.2801 1.3834 0.8089
H -1.388 1.052 -1.018 1.2677 0.7509 0.6703
H -3.079 1.338 -0.826 -0.0748 -0.4189 -0.1945
H -2.118 0.844 1.338 -0.2694 -1.0883 -0.2221
H -3.331 -0.400 0.891 0.1778 -0.2740 -0.0300
H -1.441 -1.803 1.398 -0.6287 -0.6769 0.8587
H 0.482 2.333 1.706 -1.7119 0.7901 0.5395
H 2.126 1.820 1.914 2.6026 -0.1996 1.5466
H 1.602 1.188 -0.513 -0.3080 -0.6317 -1.4389
H 3.338 -2.016 -0.877 -0.6788 -0.0676 -0.9063
H 2.819 -0.272 -0.572 -0.6739 -0.1127 -0.6096
H 4.447 -0.678 -0.853 1.2788 0.2699 0.1166
H 3.518 -1.327 0.638 0.7785 0.7093 -0.7976
```
Positions in Å, forces in eV/Å.

Its total charge is +1. As for the relative energy (zero: lowest compared OMol25 entry of this formula, charge and spin): 185.3 kcal/mol.

Atomic partial charges in e from the natural (NBO) method, atoms 1 to 2: -0.78, -0.22

Density functional theory data (the ωB97M-V functional and the def2-TZVPD basis) for C39H51N6OPdSTe as an isolated structure in a non-equilibrium geometry.

```
100
Properties=species:S:1:pos:R:3:forces:R:3
Pd 0.038 1.034 1.491 -0.5927 0.1869 -0.0687
C -2.783 -4.199 3.338 0.0104 0.1612 -0.0336
C -3.548 -2.906 3.072 0.0484 -0.0737 -0.0435
N -3.111 -2.199 1.879 -0.1479 -0.0253 0.1433
C -2.051 -1.332 1.897 0.4556 0.3881 -0.3790
S -1.629 -0.685 0.322 0.5053 -0.4580 -0.0771
N -1.490 -1.098 3.039 -0.4148 -0.6659 0.8131
N -0.573 -0.127 3.185 0.5365 -0.0807 0.2128
C 0.375 -0.279 4.047 -0.9071 -0.7199 -0.2078
C 0.578 -1.566 4.791 0.0310 0.1527 -0.0195
C 1.329 0.818 4.210 0.5085 0.7024 -0.0268
C 2.231 0.846 5.272 -0.3156 -0.1824 -0.0030
C 3.233 1.793 5.284 0.1311 0.2195 -0.0821
C 3.308 2.708 4.246 0.0286 -0.0490 0.1732
C 2.332 2.659 3.270 -0.1230 0.1302 0.0304
N 1.358 1.764 3.259 0.3490 -0.4766 -0.0539
H -3.188 -4.701 4.218 0.0176 -0.0386 -0.0052
H -1.731 -3.977 3.519 0.0072 -0.0312 -0.0205
H -2.854 -4.876 2.485 -0.0031 -0.0335 0.0207
H -3.411 -2.223 3.908 -0.1185 -0.0081 0.0232
H -4.614 -3.115 2.959 0.0083 0.0164 0.0377
H -3.287 -2.633 0.989 0.0115 0.0535 -0.0438
H 0.031 -2.352 4.279 -0.0134 -0.0284 0.0696
H 0.214 -1.500 5.819 0.0374 -0.0313 0.0235
H 1.640 -1.812 4.801 0.0197 -0.0028 0.0702
H 2.148 0.118 6.067 0.0550 -0.0206 -0.0270
H 3.963 1.813 6.083 -0.0149 -0.0255 0.0220
H 4.098 3.443 4.193 0.0107 -0.0039 -0.0086
H 2.328 3.378 2.457 0.0318 -0.0353 -0.0193
C 3.290 -2.290 1.235 -0.1479 0.1784 0.0332
C 2.669 -0.915 1.539 0.5424 -0.0823 0.2722
O 3.215 -0.256 2.441 -0.3049 -0.0431 -0.0030
N 1.599 -0.493 0.856 -0.7343 0.7169 0.7078
Te 1.206 -1.535 -1.039 -0.4567 -0.0908 -1.0904
C 0.071 -2.185 -2.909 0.0409 0.2198 0.4510
C -0.530 -1.292 -3.796 0.1202 0.1801 0.2436
C -0.558 0.189 -3.509 -0.0511 -0.1763 -0.1242
C -1.124 -1.777 -4.960 0.0090 -0.0725 -0.0094
C -1.162 -3.134 -5.238 -0.0277 -0.0007 -0.0296
C -1.783 -3.657 -6.506 0.0316 0.0081 0.0633
C -0.624 -4.015 -4.306 -0.0217 0.0397 -0.0764
C -0.017 -3.565 -3.141 0.1110 -0.0058 0.0920
C 0.536 -4.573 -2.164 -0.0277 0.0255 -0.0771
C 2.377 -0.094 -2.098 0.2114 -0.2806 -0.0950
C 2.266 1.278 -1.871 -0.2198 0.1179 0.0723
C 1.160 1.912 -1.071 0.0481 0.0731 0.1696
C 3.163 2.148 -2.488 0.0876 0.0341 -0.0825
C 4.150 1.702 -3.351 -0.0604 -0.0115 0.0003
C 5.114 2.655 -4.001 -0.0004 -0.0507 0.0383
C 4.224 0.337 -3.596 -0.0140 0.0306 0.0085
C 3.368 -0.568 -2.980 -0.0282 -0.0359 0.0146
C 3.548 -2.031 -3.288 -0.0018 0.0173 0.0639
H 3.987 -2.515 2.041 -0.0459 0.0855 -0.0058
H 3.842 -2.270 0.295 -0.0099 -0.0635 -0.0410
H 2.523 -3.062 1.180 0.0753 -0.0834 -0.0788
H -0.558 0.348 -2.430 -0.0267 0.0269 -0.0619
H -1.451 0.649 -3.938 0.0066 -0.0189 -0.0275
H 0.318 0.691 -3.929 0.0005 0.0219 0.0702
H -1.569 -1.079 -5.662 -0.0015 0.0171 0.0308
H -2.217 -2.850 -7.095 -0.0078 -0.0129 -0.0092
H -2.568 -4.382 -6.284 -0.0073 0.0029 -0.0343
H -1.034 -4.162 -7.120 -0.0249 -0.0004 -0.0234
H -0.679 -5.082 -4.503 0.0157 0.0003 0.0560
H 0.227 -5.583 -2.434 -0.0009 0.0196 -0.0136
H 0.181 -4.367 -1.153 0.0232 -0.0599 0.0318
H 1.627 -4.542 -2.142 0.0014 0.0122 0.0466
H 0.870 1.298 -0.189 0.3572 0.2716 -0.9372
H 0.281 2.058 -1.705 0.0354 0.0326 0.0944
H 1.473 2.889 -0.702 -0.0215 0.0162 -0.0280
H 3.078 3.212 -2.294 -0.0357 -0.0172 0.0117
H 4.806 3.690 -3.852 0.0113 0.0013 -0.0061
H 5.187 2.467 -5.072 0.0110 0.0157 -0.0027
H 6.113 2.535 -3.577 0.0065 0.0277 -0.0184
H 4.979 -0.037 -4.280 -0.0033 -0.0176 0.0152
H 4.373 -2.178 -3.985 -0.0150 0.0152 0.0138
H 2.645 -2.455 -3.729 -0.0364 -0.0457 -0.0098
H 3.763 -2.594 -2.376 -0.0153 -0.0379 -0.0152
C -2.561 2.308 -0.925 0.3293 0.1057 -0.1099
N -3.850 2.033 -0.238 0.0459 0.0000 0.1142
C -4.798 3.146 -0.441 -0.2314 0.1874 -0.0288
C -3.667 1.695 1.243 0.1651 -0.0122 0.5100
C -2.867 2.707 2.012 -0.0163 0.0082 -0.3004
C -3.608 3.684 2.689 0.0080 0.0019 -0.0204
C -2.982 4.696 3.391 -0.0746 0.0606 0.0269
C -1.597 4.722 3.397 0.0491 -0.0017 -0.0100
C -0.876 3.730 2.748 -0.0612 0.0533 -0.1753
C -1.457 2.664 2.038 0.3881 -0.3271 -0.1137
H -2.715 2.298 -2.004 -0.1253 -0.0157 0.0316
H -1.842 1.550 -0.630 -0.0671 0.0290 -0.0202
H -2.189 3.276 -0.605 -0.0727 0.0609 0.0763
H -4.234 1.185 -0.654 0.0492 -0.0399 -0.0010
H -4.422 4.017 0.091 0.0700 -0.0213 0.0250
H -5.776 2.883 -0.043 0.0409 -0.0814 0.0230
H -4.883 3.376 -1.501 0.0602 -0.0750 -0.0115
H -3.170 0.732 1.249 -0.0651 0.0376 -0.0682
H -4.670 1.594 1.659 -0.0784 0.0227 -0.1729
H -4.693 3.631 2.679 -0.0059 0.0133 -0.0150
H -3.559 5.447 3.915 -0.0046 -0.0240 0.0123
H -1.071 5.508 3.927 0.0009 0.0016 -0.0087
H 0.198 3.805 2.799 0.0458 -0.0047 0.0160
```
Positions in Å, forces in eV/Å.

The spin multiplicity is 2. As for the relative energy (zero: lowest compared OMol25 entry of this formula, charge and spin): 81.9 kcal/mol.

Atomic partial charges in e from the Löwdin method, atoms 1 to 2: 0.66, -0.09

Among the records above, which one has the lowest relative energy (zero: lowest compared OMol25 entry of this formula, charge and spin)? C5H10O

Which of these has the highest relative energy (zero: lowest compared OMol25 entry of this formula, charge and spin)? C5H15N2

The highest relative energy (zero: lowest compared OMol25 entry of this formula, charge and spin) belongs to which entry? C5H15N2